# 1
The following is a DFT calculation (ωB97M-V with the def2-TZVPD basis set) of the molecule C4H13N3.

Each line ends with the natural charge from an NBO analysis.
CARTESIAN COORDINATES (ANGSTROEM)
C1 1.84881 -2.53605 -1.01312  -0.418
N1 0.86460 -1.83346 -0.20300  -0.627
C2 1.36580 -0.57612 0.37681  -0.223
C3 0.26760 0.28917 0.93856  -0.229
N2 -0.21633 1.26543 -0.02384  -0.651
C4 -1.40059 2.00304 0.37574  -0.049
N3 -2.67508 1.47120 -0.06177  -0.854
H1 1.87373 -2.29171 -2.08876  0.170
H2 2.86772 -2.30798 -0.72885  0.193
H3 1.70419 -3.58467 -0.92019  0.196
H4 0.02997 -1.70376 -0.75267  0.347
H5 1.93833 0.00983 -0.35447  0.169
H6 2.09778 -0.90717 1.10860  0.194
H7 -0.54584 -0.29567 1.39007  0.173
H8 0.69261 0.82017 1.79649  0.191
H9 -0.23518 0.91751 -0.97086  0.355
H10 -1.43938 1.99066 1.44919  0.175
H11 -1.29834 3.01208 -0.01514  0.180
H12 -2.97978 1.92442 -0.91544  0.355
H13 -2.68137 0.47560 -0.23102  0.356

SMILES string: CNCCNCN
Highest occupied orbital energy in eV: -8.332
Orbital gap in eV: 9.4
Lowest unoccupied orbital energy in eV: 1.091
E_tot in eV: -8828.199

=====

# 2
The following is a DFT calculation (ωB97M-V with the def2-TZVPD basis set) of the molecule C4H13N3.

Each line ends with the natural charge from an NBO analysis.
CARTESIAN COORDINATES (ANGSTROEM)
C1 -2.13907 0.84115 -0.05058  -0.615
C2 -1.35690 -0.29719 0.58490  -0.060
N1 -2.11418 -1.52494 0.40914  -0.841
C3 0.00606 -0.44314 -0.08694  -0.217
N2 0.98744 0.43884 0.53182  -0.626
C4 2.33712 0.16648 0.13462  -0.043
N3 2.59036 0.38021 -1.28674  -0.878
H1 -3.13012 1.01495 0.36949  0.207
H2 -1.65418 1.82351 0.07875  0.202
H3 -2.26037 0.60198 -1.10355  0.212
H4 -1.17950 -0.06315 1.64087  0.168
H5 -3.03156 -1.47498 0.83246  0.358
H6 -1.63432 -2.33109 0.78920  0.357
H7 0.38222 -1.45453 0.08371  0.186
H8 -0.10977 -0.27507 -1.16280  0.186
H9 0.78178 1.41427 0.35004  0.349
H10 2.60187 -0.86512 0.37063  0.175
H11 3.00033 0.76335 0.76149  0.159
H12 3.41598 -0.05462 -1.66351  0.367
H13 2.50682 1.33910 -1.58300  0.356

SMILES string: C[C@@H](N)CNCN
Highest occupied orbital energy in eV: -9.014
Orbital gap in eV: 10.1
Lowest unoccupied orbital energy in eV: 1.129
E_tot in eV: -8828.903

=====

# 3
The following is a DFT calculation (ωB97M-V with the def2-TZVPD basis set) of a structure of composition C4H13N3.

Each line ends with the natural charge from an NBO analysis.
CARTESIAN COORDINATES (ANGSTROEM)
C1 -2.24031 -0.33770 -1.05969  0.008
C2 -0.78361 0.59336 1.09444  -0.774
N1 -1.53756 -1.34455 -1.43939  -0.667
H1 -1.89376 -2.23615 -1.09216  0.347
H2 0.10403 -1.01788 -1.18935  0.396
H3 -3.15600 -0.41922 -0.47267  0.161
H4 -2.03007 0.63247 -1.48839  0.172
H5 -1.82477 0.30521 1.21486  0.200
H6 -0.72465 1.62763 1.41466  0.194
H7 -0.28423 -0.03162 1.83551  0.189
C3 1.74247 1.41870 0.49288  -0.646
N2 1.66844 -1.40461 0.16963  -0.681
C4 0.63915 0.68038 -0.22103  0.080
N3 0.96613 -0.55539 -0.73045  -0.508
H8 1.02977 -1.85233 0.82461  0.326
H9 2.11026 -2.13108 -0.38544  0.355
H10 0.15261 1.27537 -0.99050  0.187
H11 1.93337 0.96615 1.46503  0.223
H12 1.46812 2.45978 0.64648  0.209
H13 2.66061 1.37150 -0.08903  0.228

Highest occupied orbital energy in eV: -7.827
Orbital gap in eV: 8.8
Lowest unoccupied orbital energy in eV: 0.955
E_tot in eV: -8825.511

=====

# 4
The following is a DFT calculation (ωB97M-V with the def2-TZVPD basis set) of the molecule C4H13N3.

Each line ends with the natural charge from an NBO analysis.
CARTESIAN COORDINATES (ANGSTROEM)
N1 -2.59044 0.48460 -0.06799  -0.836
C1 -1.94141 -0.83326 0.03207  -0.218
C2 -0.51241 -0.87255 -0.57213  -0.411
C3 0.38967 0.15541 0.10058  -0.072
N2 0.73981 -0.24482 1.46421  -0.868
C4 1.63395 0.40425 -0.80850  -0.224
N3 2.67769 1.20775 -0.22072  -0.841
H1 -3.12200 0.49308 -0.93798  0.348
H2 -3.32863 0.49771 0.63498  0.354
H3 -1.80809 -1.10717 1.07289  0.195
H4 -2.51718 -1.65556 -0.40865  0.165
H5 -0.56520 -0.60177 -1.60520  0.196
H6 -0.18287 -1.87836 -0.32780  0.212
H7 -0.09824 1.13170 0.14370  0.198
H8 0.58070 0.45161 2.16815  0.369
H9 1.66663 -0.63312 1.49727  0.358
H10 1.23628 0.97711 -1.65554  0.182
H11 2.01234 -0.53559 -1.21373  0.185
H12 2.29259 1.83625 0.47723  0.353
H13 3.43682 0.72272 0.22718  0.356

SMILES string: NCC[C@@H](N)CN
Highest occupied orbital energy in eV: -8.728
Orbital gap in eV: 9.8
Lowest unoccupied orbital energy in eV: 1.096
E_tot in eV: -8828.780

=====

# 5
The following is a DFT calculation (ωB97M-V with the def2-TZVPD basis set) of a cluster of 2 separate species, C4H13N3 in total.

Each line ends with the natural charge from an NBO analysis.
CARTESIAN COORDINATES (ANGSTROEM)
C1 -2.38371 -2.22984 -0.63063  -0.065
N1 -1.67583 -1.86826 -1.62549  -0.395
C2 -0.42653 -1.21338 -1.29300  -0.262
C3 0.50700 -1.17198 -2.51431  -0.612
H1 -2.09024 -2.08624 0.44196  0.144
H2 -3.31898 -2.85627 -0.86188  0.181
H3 -0.70129 -0.20298 -0.90308  0.190
H4 0.04639 -1.81853 -0.47160  0.181
H5 1.44185 -0.61272 -2.32203  0.209
H6 0.69784 -2.23133 -2.73414  0.212
H7 0.00062 -0.73537 -3.38922  0.216
N2 0.10354 2.91841 1.84870  -0.854
C4 1.27335 2.08192 2.24016  -0.062
N3 1.49983 0.76567 1.59199  -0.843
H8 0.15437 3.15328 0.86522  0.353
H9 -0.78150 2.47912 2.09311  0.355
H10 2.16695 2.66092 2.05067  0.178
H11 1.17614 1.87749 3.30646  0.177
H12 0.65778 0.19048 1.73313  0.347
H13 1.65243 0.89962 0.57398  0.349

SMILES string: C=NCC.NCN
Highest occupied orbital energy in eV: -9.155
Orbital gap in eV: 9.9
Lowest unoccupied orbital energy in eV: 0.772
E_tot in eV: -8827.861

=====

# 6
The following is a DFT calculation (ωB97M-V with the def2-TZVPD basis set) of a cluster of 2 separate species, C4H13N3 in total.

Each line ends with the natural charge from an NBO analysis.
CARTESIAN COORDINATES (ANGSTROEM)
C1 -0.69063 1.92960 0.12937  -0.442
C2 1.69763 0.07937 1.03692  -0.461
C3 1.59347 -1.43315 -0.80624  -0.337
C4 -2.43011 -1.61052 0.02195  -0.865
N1 0.72083 1.98371 -0.47340  -0.528
N2 1.40212 -0.20998 -0.36039  -0.042
N3 0.82752 0.63066 -1.09617  -0.223
H1 -1.25349 1.16080 -0.47853  0.205
H2 -0.70830 1.62016 1.17499  0.184
H3 -1.01481 2.97742 0.05494  0.197
H4 1.64786 1.13068 1.08841  0.255
H5 0.96249 -0.42411 1.65785  0.220
H6 2.70778 -0.19594 1.20722  0.218
H7 -1.51226 -1.90116 -0.55236  0.224
H8 1.44100 -1.62496 -1.84114  0.199
H9 1.94905 -2.21781 -0.20627  0.188
H10 -2.71841 -2.11916 0.97257  0.213
H11 -2.20097 -0.64567 0.31732  0.208
H12 -3.21023 -1.83082 -0.66990  0.218
H13 0.78946 2.70088 -1.17713  0.368

Highest occupied orbital energy in eV: -7.237
Orbital gap in eV: 8.2
Lowest unoccupied orbital energy in eV: 0.926
E_tot in eV: -8824.590